Record 1
C3H8N5S | wB97M-V/def2-TZVPD

Last column: Löwdin charge in e.
CARTESIAN COORDINATES (ANGSTROEM)
1 H 3.203 -0.173 -0.303  0.0132
2 N 2.729 0.603 -0.080  0.2156
3 C 1.470 0.680 0.012  -0.3930
4 C 0.744 2.010 0.230  -0.3716
5 S -0.959 1.841 -0.321  1.0455
6 N -0.845 0.077 -0.055  -0.3459
7 N -1.786 -0.748 -0.015  0.0082
8 N -3.028 -0.381 -0.027  0.1292
9 N 0.452 -0.342 -0.039  -0.1291
10 C 0.629 -1.756 -0.173  -0.0153
11 H 0.818 2.101 1.415  0.1460
12 H 1.327 2.880 -0.139  0.1133
13 H -3.221 0.638 -0.066  0.1093
14 H -3.650 -1.150 0.158  0.1405
15 H 1.811 -1.937 -0.428  0.1637
16 H 0.358 -2.251 0.759  0.0938
17 H -0.052 -2.090 -0.929  0.0765

structure (SMILES)	[H]/N=C1/CSN(N=[NH2+])N1C
total charge	+1
energy relative to the best compared isomer or geometry (same formula, charge and spin)	338.7	kJ/mol
F_max	0.1095	hartree/bohr

=====

Record 2
C16H21NO8 | wB97M-V/def2-TZVPD

Last column: Löwdin charge in e.
CARTESIAN COORDINATES (ANGSTROEM)
1 C -5.287 -3.307 0.643  -0.0610
2 C -4.059 -2.599 0.104  -0.2158
3 O -4.332 -1.194 0.071  0.0191
4 C -3.385 -0.421 -0.464  -0.5341
5 O -2.351 -0.833 -0.921  0.0978
6 N -3.811 0.890 -0.434  0.1948
7 C -3.091 2.068 -0.597  -0.4389
8 O -3.575 3.114 -0.254  0.1170
9 C -1.778 1.983 -1.377  -0.0359
10 O -0.654 2.346 -0.580  0.0538
11 C -0.696 1.973 0.695  -0.4756
12 O -1.678 1.495 1.209  0.1310
13 C 0.636 2.166 1.373  -0.0209
14 C 1.578 1.104 0.852  -0.2096
15 C 1.130 -0.200 0.720  0.0298
16 C 1.954 -1.199 0.211  -0.1727
17 O 1.521 -2.482 0.009  -0.1011
18 C 0.175 -2.791 0.288  -0.0718
19 C 3.280 -0.891 -0.126  -0.1255
20 O 4.213 -1.749 -0.632  -0.0525
21 C 4.117 -3.131 -0.374  -0.0716
22 C 3.728 0.437 0.017  -0.1863
23 O 5.026 0.643 -0.341  -0.0613
24 C 5.543 1.946 -0.261  -0.0848
25 C 2.875 1.425 0.486  0.0239
26 H -5.101 -4.376 0.682  0.0790
27 H -6.142 -3.117 0.000  0.0789
28 H -5.516 -2.949 1.642  0.0789
29 H -3.813 -2.935 -0.909  0.1290
30 H -3.186 -2.773 0.743  0.1250
31 H -4.688 1.027 0.058  0.1694
32 H -1.618 0.976 -1.770  0.1221
33 H -1.814 2.716 -2.187  0.1457
34 H 0.496 2.067 2.451  0.1368
35 H 1.024 3.157 1.140  0.1302
36 H 0.116 -0.432 0.999  0.1093
37 H 0.056 -3.835 -0.001  0.0972
38 H -0.046 -2.686 1.356  0.1006
39 H -0.513 -2.170 -0.294  0.0740
40 H 3.340 -3.606 -0.977  0.0882
41 H 5.090 -3.540 -0.646  0.0934
42 H 3.922 -3.330 0.683  0.0999
43 H 5.529 2.326 0.767  0.0958
44 H 6.575 1.872 -0.601  0.0942
45 H 4.999 2.639 -0.912  0.0969
46 H 3.215 2.443 0.583  0.1077

structure (SMILES)	CCOC(=O)NC(=O)COC(=O)Cc1cc(OC)c(OC)c(OC)c1
energy relative to the best compared isomer or geometry (same formula, charge and spin)	21.5	kJ/mol
F_max	0.0158	hartree/bohr

=====

Record 3
C18H28O18 | wB97M-V/def2-TZVPD

Last column: Löwdin charge in e.
CARTESIAN COORDINATES (ANGSTROEM)
1 C 3.210 2.166 5.204  -0.0369
2 O 3.553 1.701 3.906  0.0077
3 C 3.088 2.442 2.902  -0.6435
4 O 2.480 3.474 3.005  0.1277
5 O 3.365 1.806 1.762  -0.0243
6 C 3.162 2.563 0.555  -0.0118
7 H 2.143 2.066 5.397  0.0876
8 H 3.535 3.193 5.371  0.1002
9 H 3.748 1.559 5.931  0.0997
10 H 3.309 3.624 0.743  0.0987
11 H 2.176 2.337 0.161  0.0878
12 H 3.945 2.268 -0.141  0.0956
13 C 2.043 -1.134 0.980  0.0001
14 O 0.705 -1.625 0.805  0.0008
15 C -0.199 -0.781 0.330  -0.6597
16 O 0.007 0.353 -0.034  0.1095
17 O -1.383 -1.380 0.366  0.0108
18 C -2.425 -0.712 -0.389  0.0133
19 H 2.561 -1.899 1.546  0.1087
20 H 2.030 -0.212 1.559  0.0758
21 H 2.523 -0.968 0.019  0.0759
22 H -3.218 -1.450 -0.392  0.0772
23 H -2.044 -0.446 -1.370  0.0812
24 H -2.748 0.157 0.181  0.1036
25 O 2.682 -1.585 -5.757  0.1746
26 C 2.415 -1.344 -4.630  -0.5776
27 O 2.492 -0.119 -4.067  0.0647
28 C 2.124 -0.187 -2.678  -0.1017
29 C 1.416 -1.539 -2.603  -0.1007
30 O 1.974 -2.249 -3.722  0.0592
31 H 3.007 -0.132 -2.042  0.1258
32 H 1.493 0.676 -2.494  0.0972
33 H 0.339 -1.469 -2.762  0.1329
34 H 1.689 -2.092 -1.710  0.1188
35 O -0.820 -1.020 6.425  0.1799
36 C -0.712 -0.217 5.564  -0.5690
37 O -1.644 0.703 5.227  0.0659
38 C -1.188 1.464 4.108  -0.0920
39 C 0.002 0.648 3.605  -0.0953
40 O 0.397 -0.050 4.796  0.0516
41 H -1.976 1.481 3.357  0.1303
42 H -0.902 2.468 4.409  0.1338
43 H 0.817 1.273 3.252  0.1111
44 H -0.216 -0.089 2.832  0.1181
45 O 1.129 4.964 -2.971  0.1843
46 C 0.307 4.124 -3.062  -0.5638
47 O -0.916 4.273 -3.624  0.0651
48 C -1.719 3.146 -3.250  -0.0999
49 C -0.666 2.081 -3.002  -0.1461
50 O 0.460 2.847 -2.618  0.0420
51 H -2.204 3.399 -2.302  0.1357
52 H -2.476 2.923 -3.992  0.1333
53 H -0.409 1.511 -3.905  0.1371
54 H -0.965 1.337 -2.266  0.0995
55 O -5.343 -2.819 -0.249  0.1677
56 C -4.795 -3.598 -0.950  -0.5827
57 O -3.769 -4.387 -0.596  0.0648
58 C -3.327 -5.168 -1.706  -0.0986
59 C -4.432 -4.926 -2.752  -0.1289
60 O -5.112 -3.797 -2.260  0.0632
61 H -2.335 -4.842 -2.014  0.1269
62 H -3.293 -6.215 -1.417  0.1283
63 H -5.070 -5.810 -2.824  0.1291
64 H -4.024 -4.768 -3.749  0.1295

structure (SMILES)	COC(=O)OC.COC(=O)OC.O=C1OCCO1.O=C1OCCO1.O=C1OCCO1.O=C1OCCO1
energy relative to the best compared isomer or geometry (same formula, charge and spin)	0.0	kJ/mol
F_max	0.0249	hartree/bohr

=====

no.,gap between HOMO and LUMO (eV),highest occupied orbital energy (eV),LUMO energy (Eh)
1,9.067,-13.37,-0.158
2,8.518,-7.85,0.025
3,11.112,-11.19,-0.003